(1)
The molecule C4H8N2O in a non-equilibrium geometry, computed with wB97M-V/def2-TZVPD.

Computed properties:
Largest force on an atom: 0.07220 Eh/bohr
ΔE to the lowest compared entry with this formula, charge and spin: 252.96 kJ/mol
HOMO-LUMO gap: 11.12 eV
E_tot: -341.90730 hartree

ORCA input file:
```
! wB97M-V def2-TZVPD RIJCOSX def2/J DEFGRID3
* xyz 0 1
C 0.2589 0.0185 -1.5255
C -0.6093 -0.1606 -0.2679
O -0.9849 -1.5032 -0.0969
C 0.1199 0.3357 0.9761
N 1.3160 -0.5048 1.1642
C -1.8157 0.6777 -0.3525
N -2.7076 1.4117 -0.3619
H -0.2840 -0.3686 -2.3902
H 1.1881 -0.5497 -1.4070
H 0.5034 1.0721 -1.7046
H -0.1819 -1.9284 0.2512
H -0.4800 0.4520 1.8736
H 0.5054 1.3743 0.7156
H 1.4681 -0.7575 2.1463
H 1.7036 0.4309 0.9795
*
```

(2)
A cluster of 4 separate species, CH10NO4 in total in a non-equilibrium geometry, computed with wB97M-V/def2-TZVPD.

Computed properties:
Largest force on an atom: 0.03133 Eh/bohr
ΔE to the lowest compared entry with this formula, charge and spin: 13.41 kJ/mol
HOMO-LUMO gap: 8.42 eV
E_tot: -399.86021 hartree

ORCA input file:
```
! wB97M-V def2-TZVPD RIJCOSX def2/J DEFGRID3
* xyz -1 1
N 0.0020 -2.1081 0.2145
C -0.6132 -1.2241 -0.8029
O -0.3966 0.1397 -0.5957
H -0.2698 -1.7368 1.1106
H 1.0059 -2.1836 0.1142
H -1.6967 -1.3798 -0.6950
H -0.1912 -1.5277 -1.7678
H -1.4329 1.4507 1.8994
H -1.4119 0.4742 0.7660
O -1.8874 0.6253 1.6310
H 0.2979 1.5886 0.1346
H -0.1673 2.9053 -0.3840
O 0.4265 2.5689 0.2845
H 1.4065 -0.1795 -0.7887
H 2.5287 0.6976 -0.3026
O 2.3996 -0.1108 -0.8181
*
```

Number 1: E_LUMO 0.0203 Eh. Number 2: E_LUMO 0.1513 Eh.